No. 1
{
  "formula": "C24H21NO2",
  "method": "ωB97M-V/def2-TZVPD",
  "symbols": ["O", "O", "N", "C", "C", "C", "C", "C", "C", "C", "C", "C", "C", "C", "C", "C", "C", "C", "C", "C", "C", "C", "C", "C", "C", "C", "C", "H", "H", "H", "H", "H", "H", "H", "H", "H", "H", "H", "H", "H", "H", "H", "H", "H", "H", "H", "H", "H"],
  "xyz": [[1.06661, -1.89391, -5.07114], [4.13111, -2.87858, -2.13696], [2.57687, -2.83007, -3.73049], [1.41800, -2.16493, -3.93523], [-5.34830, 2.33680, -1.05758], [-3.03772, 2.53793, 0.05277], [-0.07066, 0.14057, 0.19339], [1.09179, 0.13577, 4.33022], [2.21829, -0.79857, -0.81201], [1.91853, 0.75311, 3.36712], [1.88524, -2.10426, -1.54143], [2.85828, 0.17000, -1.77259], [-3.62601, 0.50425, -1.14140], [0.80573, -1.69227, -2.59625], [1.54426, 0.74336, 2.03147], [-0.11018, -0.46139, 3.91678], [0.61620, -0.20695, -2.33690], [2.96582, -2.69439, -2.44321], [-0.46644, -0.46444, 2.57221], [0.34708, 0.10024, 1.59791], [-1.41040, 0.69938, -0.14181], [-2.35001, -0.03190, -0.83163], [1.50195, 0.03504, 5.75116], [1.85486, 0.53741, -2.69299], [-1.78155, 1.99397, 0.32163], [-3.98221, 1.79600, -0.69935], [0.78222, -0.23162, -0.85405], [-0.32086, 0.24042, -2.74157], [-1.41508, -0.89674, 2.31030], [2.18590, 0.84328, 6.04470], [-2.12997, -1.04374, -1.17032], [2.21162, 1.19434, 1.33019], [2.66347, -0.90002, 0.18142], [-5.33690, 3.42639, -1.22187], [0.61047, 0.06144, 6.42803], [-5.71376, 1.88883, -1.99373], [3.25014, -2.91267, -4.47594], [2.80762, 1.22794, 3.66408], [2.00332, -0.93886, 5.92540], [1.51640, -2.87310, -0.83991], [-3.27933, 3.54689, 0.38685], [3.86873, 0.50692, -1.77155], [1.98296, 1.23442, -3.49885], [-0.72886, -0.96070, 4.65141], [-0.14910, -2.26744, -2.39749], [-6.09630, 2.14336, -0.28956], [-1.04113, 2.53879, 0.89541], [-4.28870, -0.09028, -1.75663]],
  "forces_ev_per_a": [[-0.53, -0.06, 1.00], [-0.68, -0.15, 0.43], [-0.62, -0.16, 0.46], [-1.36, 1.73, -2.11], [0.03, 0.43, -0.42], [0.09, -0.72, -0.43], [1.91, -0.65, -3.37], [-0.23, -0.06, -0.92], [-0.59, 0.42, 0.52], [-1.98, -1.03, -0.06], [-0.27, -1.34, -1.04], [-3.02, 0.86, -2.45], [1.12, 0.70, 0.68], [-0.63, -2.36, 0.02], [-0.80, -0.91, 0.24], [0.95, 0.35, -0.30], [-1.55, 1.09, -0.74], [3.13, 0.26, 1.77], [0.00, 0.11, 0.43], [1.09, 0.88, 0.86], [-0.37, 0.76, 0.86], [-1.24, 0.02, -0.70], [-0.20, -0.22, 1.19], [3.46, -0.70, 2.20], [-0.10, -0.66, -0.32], [0.32, -0.63, -0.21], [-1.63, 0.92, 3.76], [0.69, -0.50, 0.36], [-0.23, -0.17, -0.29], [-0.16, -0.28, -0.05], [0.09, 0.18, 0.09], [0.11, 0.32, -0.57], [-0.03, -0.10, -0.37], [0.12, -0.33, 0.13], [0.74, 0.02, -0.50], [0.13, 0.04, 0.32], [0.04, -0.25, -0.03], [1.06, 0.53, 0.36], [-0.14, 0.52, 0.01], [0.21, 0.33, -0.29], [0.02, -0.25, -0.03], [0.52, 0.08, 0.02], [-0.05, 0.02, -0.30], [-0.11, 0.08, -0.01], [0.91, 0.73, -0.43], [0.05, -0.09, 0.12], [-0.11, 0.15, 0.00], [-0.20, 0.09, 0.11]],
  "e_tot_ha": -1132.375035,
  "e_homo_ev": -8.16,
  "relative_energy_kcal_mol": 0.0,
  "smiles": "Cc1ccc(C(=C2[C@H]3C=C[C@@H]2[C@@H]2C(=O)NC(=O)[C@@H]23)c2ccc(C)cc2)cc1",
  "spin_multiplicity": 1,
  "e_lumo_ev": 0.659
}


No. 2
{
  "formula": "C2H11O6Zn",
  "method": "ωB97M-V/def2-TZVPD",
  "symbols": ["Zn", "O", "O", "O", "O", "O", "O", "C", "C", "H", "H", "H", "H", "H", "H", "H", "H", "H", "H", "H"],
  "xyz": [[17.54563, 4.02533, -20.72098], [18.01152, 1.96845, -20.31582], [18.05118, 4.53644, -18.80120], [15.55797, 3.35095, -20.79045], [19.40709, 4.91368, -20.48743], [18.11137, 3.58351, -22.71555], [16.58770, 5.92419, -21.47140], [20.21574, 5.42917, -18.28113], [19.17792, 4.93841, -19.23013], [15.30200, 2.42389, -20.75232], [18.69192, 1.58784, -20.88195], [16.88666, 6.13915, -22.36082], [14.75899, 3.87333, -20.67166], [19.90218, 5.28341, -17.25608], [17.59484, 2.96119, -23.23920], [17.87627, 1.35090, -19.59005], [21.14573, 4.89030, -18.47618], [15.83271, 6.49522, -21.30009], [20.41302, 6.48051, -18.48422], [18.80049, 3.93754, -23.28806]],
  "forces_ev_per_a": [[0.18, 0.60, 0.50], [-0.04, -0.31, -0.44], [-0.01, -0.01, -0.22], [0.00, -0.17, -0.16], [-0.22, -0.17, 0.44], [-0.37, -0.31, -0.19], [0.06, -0.24, -0.15], [0.27, -0.10, -0.17], [-0.16, 0.05, -0.37], [0.02, -0.06, 0.09], [0.10, -0.03, 0.05], [0.05, 0.11, -0.03], [0.00, 0.11, 0.02], [-0.03, 0.06, 0.10], [0.00, 0.05, -0.15], [0.02, 0.16, 0.22], [-0.06, 0.06, 0.06], [0.00, 0.06, 0.17], [-0.02, 0.04, 0.05], [0.18, 0.11, 0.18]],
  "e_tot_ha": -2313.438593,
  "e_homo_ev": -13.13,
  "relative_energy_kcal_mol": 1.5,
  "charge": 1,
  "spin_multiplicity": 1,
  "e_lumo_ev": -3.591
}


No. 3
{
  "formula": "C30H60N3O20P5",
  "method": "ωB97M-V/def2-TZVPD",
  "symbols": ["P", "P", "P", "P", "P", "O", "O", "O", "O", "O", "O", "O", "O", "O", "O", "O", "O", "O", "O", "O", "O", "O", "O", "O", "O", "N", "N", "N", "C", "C", "C", "C", "C", "C", "C", "C", "C", "C", "C", "C", "C", "C", "C", "C", "C", "C", "C", "C", "C", "C", "C", "C", "C", "C", "C", "C", "C", "C", "H", "H", "H", "H", "H", "H", "H", "H", "H", "H", "H", "H", "H", "H", "H", "H", "H", "H", "H", "H", "H", "H", "H", "H", "H", "H", "H", "H", "H", "H", "H", "H", "H", "H", "H", "H", "H", "H", "H", "H", "H", "H", "H", "H", "H", "H", "H", "H", "H", "H", "H", "H", "H", "H", "H", "H", "H", "H", "H", "H"],
  "xyz": [[11.23976, 15.46380, 20.62137], [17.63159, 10.83378, 14.22757], [11.53527, 18.27084, 11.73126], [15.33422, 12.61646, 18.90064], [17.33263, 15.32899, 11.39700], [12.06652, 19.65747, 12.31826], [10.32685, 18.76243, 10.79786], [15.33725, 11.46969, 17.86754], [11.90830, 16.73807, 21.48868], [18.17753, 9.52363, 14.92168], [18.10950, 14.04794, 11.94344], [10.79941, 17.57321, 12.90135], [9.79711, 15.33598, 21.27245], [14.55567, 13.80308, 18.50645], [14.84740, 11.81996, 20.18812], [17.69354, 12.09747, 14.92636], [11.30183, 15.70044, 19.14059], [15.92171, 14.78799, 11.78196], [11.95878, 14.19353, 21.19914], [17.69090, 16.63345, 11.93930], [16.24749, 10.34482, 13.75071], [17.32838, 15.33263, 9.80892], [12.53881, 17.47026, 11.05050], [18.46516, 10.80682, 12.88132], [16.84528, 12.84388, 19.21479], [11.91040, 12.40461, 15.01519], [14.42589, 17.52308, 16.55628], [19.57050, 21.83467, 11.59273], [18.86486, 19.67749, 10.75357], [14.35260, 15.27233, 15.64033], [14.05268, 16.25215, 16.59255], [14.76109, 15.50230, 11.31816], [18.01246, 16.40073, 9.15663], [15.38738, 11.11045, 12.95033], [19.45396, 20.49499, 11.73692], [11.59310, 12.87203, 20.60091], [15.55152, 16.94368, 14.47003], [18.46066, 21.61595, 9.45671], [11.16275, 15.10703, 14.71186], [13.45513, 19.74612, 12.77366], [11.36435, 13.12133, 15.99458], [14.82413, 12.37882, 21.48083], [11.75842, 14.42059, 13.68753], [15.08602, 15.61893, 14.61693], [19.52032, 13.94736, 11.94137], [15.13820, 17.86023, 15.45820], [17.67049, 13.68256, 18.53406], [18.36622, 20.25138, 9.62788], [8.82283, 16.32620, 20.89772], [14.62545, 11.76053, 16.67553], [10.06785, 18.06083, 9.60322], [18.68123, 9.62298, 12.05323], [17.74982, 9.37140, 16.30055], [9.80402, 18.35475, 13.64112], [12.08522, 13.08132, 13.86820], [19.03505, 22.36561, 10.46359], [13.05451, 17.36263, 20.85168], [10.94826, 14.46875, 15.91774], [13.97106, 18.85285, 12.47210], [9.44845, 17.14919, 9.79441], [15.74996, 12.86668, 21.84128], [18.26708, 13.18277, 17.68101], [13.97511, 15.34593, 12.05975], [13.99689, 14.26738, 15.71243], [13.81390, 20.66856, 12.35619], [10.48653, 12.82216, 20.64283], [18.15360, 16.12733, 8.12209], [18.62099, 18.63086, 10.93756], [11.92674, 12.99570, 19.57118], [7.84162, 15.92143, 21.19454], [11.21845, 12.57654, 16.92620], [12.02217, 14.85467, 12.76510], [19.49787, 9.09343, 12.54151], [17.96831, 22.15859, 8.69622], [15.97268, 11.68395, 12.17620], [13.41573, 19.85803, 13.82345], [14.80200, 11.73414, 13.62588], [17.43886, 17.36097, 9.26895], [18.36227, 10.06489, 16.94217], [13.63319, 12.05760, 16.94366], [13.91911, 16.72901, 20.89002], [17.81236, 19.61420, 8.93337], [14.70709, 10.34865, 12.57561], [13.56070, 15.92218, 17.51176], [14.57928, 10.90041, 15.93909], [10.45563, 14.88596, 16.75845], [18.98459, 23.47941, 10.54746], [9.33516, 18.70314, 8.98313], [10.08458, 19.40742, 13.75576], [18.83463, 10.01041, 11.12768], [19.92727, 13.51313, 11.02168], [14.99003, 12.66248, 16.15219], [12.14563, 12.04128, 21.05465], [9.06213, 17.24789, 21.39716], [17.73107, 9.03037, 12.03602], [12.37071, 12.53041, 12.93057], [15.04969, 16.57432, 11.13308], [10.92063, 16.12149, 14.43040], [9.55042, 17.96071, 14.65441], [19.74948, 13.27726, 12.77850], [12.69216, 17.58183, 19.84786], [13.98917, 13.12107, 21.51072], [15.28804, 14.93010, 13.73761], [19.02760, 16.51046, 9.55135], [15.47649, 18.85018, 15.31885], [16.19579, 17.23076, 13.66960], [16.70112, 9.64142, 16.24915], [19.84642, 20.06318, 12.68527], [14.40904, 15.07836, 10.37557], [19.88427, 14.96386, 12.15547], [13.37884, 18.20989, 21.41994], [17.79979, 8.31941, 16.60915], [18.28448, 14.25148, 19.15270], [8.94136, 16.55938, 19.86002], [8.89887, 18.28434, 13.01793], [17.00769, 14.42929, 17.98593], [14.59720, 11.53734, 22.05631], [10.96246, 17.89456, 8.92910]],
  "forces_ev_per_a": [[1.10, 2.46, -0.33], [1.68, -0.88, -1.50], [0.12, 1.96, -0.96], [-0.66, 0.79, 1.16], [-0.03, -1.27, 0.64], [-0.20, -0.57, -0.33], [0.78, 0.20, 0.41], [0.25, -1.18, -1.19], [-0.68, -2.08, -0.84], [0.45, -0.22, 0.75], [-0.85, 0.35, -0.98], [-0.69, -0.18, 2.04], [0.31, 0.00, -0.24], [0.31, -0.32, 0.39], [0.75, 0.10, -1.23], [0.06, 0.76, 0.64], [-0.36, -0.58, 1.97], [-0.72, -0.38, -0.41], [0.04, -1.18, 0.19], [0.58, 0.62, 0.15], [-0.76, -1.18, 0.61], [0.18, -0.27, -0.08], [0.36, -0.75, -0.08], [0.45, 0.42, -0.29], [-0.21, -1.50, 2.02], [-0.05, 0.70, -0.79], [0.18, -0.04, -1.09], [-0.58, -1.15, -0.50], [0.06, -0.42, 1.56], [-1.68, -0.12, 2.44], [-0.18, -0.61, 1.54], [0.26, 0.77, -0.51], [0.17, 0.88, 0.12], [-0.29, 0.38, -0.29], [0.43, 0.43, -0.12], [-0.31, 1.67, -0.65], [-1.29, 0.06, 1.86], [0.07, 0.63, 0.82], [-0.08, 0.73, -0.14], [-1.35, 0.14, -0.72], [-0.27, 0.44, 0.58], [-0.68, 1.97, -0.20], [0.45, -1.69, 0.65], [2.57, 0.72, -5.04], [0.34, 0.40, 0.92], [0.59, -1.85, -0.92], [-0.47, 1.48, -4.95], [-0.60, -0.18, -0.98], [0.03, -0.33, 0.51], [-0.66, 0.01, -1.99], [-1.78, 0.31, -2.41], [-1.95, -0.42, 3.72], [0.13, 0.55, -0.10], [-1.04, -0.16, -0.29], [-0.23, -0.49, -1.12], [0.40, 0.61, 1.75], [-0.93, -0.45, -0.28], [0.45, -1.51, -0.81], [0.55, -0.10, -0.11], [1.02, 0.33, -0.04], [-0.22, -0.39, -0.58], [-0.80, 0.38, 1.54], [0.30, 0.54, -0.07], [-0.40, -0.22, 0.41], [0.53, 0.12, -0.38], [0.73, -0.51, 0.13], [-0.42, -0.06, -0.35], [0.49, 0.16, 0.21], [-0.15, -0.48, -0.16], [0.45, 0.37, -0.37], [0.00, 0.14, -0.02], [-0.12, 0.70, -0.96], [-0.02, -0.29, -0.61], [-0.34, 0.19, -1.03], [-0.90, -0.50, 0.67], [0.13, -0.13, 1.20], [0.06, 0.53, -0.35], [0.61, -0.95, -0.18], [-0.83, -0.85, -0.47], [-0.78, -0.29, 0.04], [0.28, -0.80, -0.46], [0.24, 0.38, -0.03], [-0.09, 0.39, -0.72], [-0.17, 0.22, -0.31], [0.34, 0.77, 1.29], [-0.17, 0.56, 0.60], [0.15, -1.01, -0.77], [1.24, -0.67, 1.02], [0.22, -0.33, -0.18], [0.97, 0.75, -2.74], [-0.24, 0.28, 0.00], [0.53, -0.69, 0.23], [-0.38, 0.60, 0.30], [-0.16, 0.36, 0.65], [0.90, 0.20, 0.09], [0.17, 0.21, 1.28], [-0.76, -0.93, 0.49], [-0.21, 0.07, 0.83], [0.79, -0.22, -0.94], [0.14, 0.24, -0.24], [0.85, 0.34, -0.10], [0.80, -0.45, 0.32], [-0.05, 0.62, 1.72], [-0.23, 0.22, 0.20], [0.12, 1.25, 0.36], [0.23, 0.20, -0.45], [-0.23, 0.15, 0.93], [-0.35, 0.37, -0.84], [0.19, -0.03, 0.00], [0.54, -0.47, -0.19], [-0.55, 0.80, 0.31], [0.39, 0.38, -0.26], [1.17, 0.56, 1.33], [-0.44, -0.24, -0.85], [0.17, 0.26, 0.42], [0.92, -0.54, 0.47], [-0.32, -0.97, 1.49], [-0.87, -0.06, 1.22]],
  "e_tot_ha": -4555.321237,
  "e_homo_ev": -8.65,
  "relative_energy_kcal_mol": 31.5,
  "smiles": "COP(=O)(OC)OC.COP(=O)(OC)OC.COP(=O)(OC)OC.COP(=O)(OC)OC.COP(=O)(OC)OC.c1ccncc1.c1ccncc1.c1ccncc1",
  "spin_multiplicity": 1,
  "e_lumo_ev": 0.609
}


No. 4
{
  "formula": "C4H9NO",
  "method": "ωB97M-V/def2-TZVPD",
  "symbols": ["O", "N", "C", "C", "C", "C", "H", "H", "H", "H", "H", "H", "H", "H", "H"],
  "xyz": [[3.08522, 0.00120, 0.56998], [-0.58127, -0.00467, -0.39392], [-0.92396, 1.27824, -0.42819], [1.94531, 0.37096, 0.73604], [0.48185, -0.55895, -0.98025], [-1.41675, -0.90381, 0.41865], [-1.95618, -0.32647, 1.16945], [1.26621, -0.08930, 1.49114], [-0.38263, 1.93370, -1.09800], [-1.80255, 1.60787, 0.10715], [-2.11578, -1.42449, -0.23976], [1.03077, 0.01405, -1.71431], [1.51482, 1.28771, 0.27213], [-0.77231, -1.62695, 0.92022], [0.65633, -1.61501, -0.84657]],
  "forces_ev_per_a": [[-0.38, 0.20, 0.18], [-0.01, 0.17, -0.06], [-0.01, -0.05, -0.01], [0.20, 0.01, 0.08], [-0.13, -0.06, -0.22], [-0.02, -0.09, 0.12], [0.06, -0.04, -0.15], [0.22, 0.04, -0.07], [-0.09, -0.08, 0.11], [0.15, -0.13, -0.10], [0.10, 0.09, 0.12], [-0.10, -0.07, 0.10], [0.20, -0.16, 0.02], [-0.08, 0.07, -0.10], [-0.11, 0.11, -0.04]],
  "e_tot_ha": -287.680342,
  "e_homo_ev": -7.31,
  "relative_energy_kcal_mol": 95.5,
  "spin_multiplicity": 1,
  "e_lumo_ev": 0.699
}